3 unconnected molecules or ions with the total composition C6H14O2, computed with wB97M-V/def2-TZVPD.

2S+1	2
expectation value of S²	0.762
total charge	+1
M	118.2	g mol⁻¹
gap between HOMO and LUMO (spin up / spin down)	0.3654 / 0.2534	Ha

Element x y z (Å)
C: 0.064 -0.963 -0.519
C: -1.203 -0.761 0.226
C: -1.779 0.519 0.249
C: -1.594 1.656 -0.661
C: -0.430 2.265 -0.902
C: -1.962 -1.768 0.928
H: 0.331 -2.010 -0.652
H: 0.818 -0.571 0.178
H: -0.050 -0.409 -1.440
H: -2.620 0.625 0.925
H: -2.622 1.879 -0.938
H: 0.409 1.839 -0.366
H: -0.220 3.168 -1.454
H: -1.795 -1.887 2.024
H: -1.775 -2.816 0.672
H: -3.048 -1.628 0.982
H: 2.747 0.946 -2.748
H: 3.583 0.929 -1.463
O: 2.751 1.301 -1.826
H: 2.219 -1.225 1.996
H: 3.414 -0.293 2.134
O: 2.764 -0.795 2.656